Record 1
Below is a gas-phase ion, C5H9N6 (charge +1), with properties calculated with ωB97M-V/def2-TZVPD.

Kohn-Sham gap in eV: 8.79
LUMO in eV: -3.79
SMILES: C[N@+]1(N)N=Cn2cnc(N)c21
ΔE to the lowest compared entry with this formula, charge and spin in kcal/mol: 65.1

ORCA input file:
```
! wB97M-V def2-TZVPD RIJCOSX def2/J DEFGRID3
* xyz 1 1
C 1.80 0.49 -1.08
N 1.21 0.01 0.22
N 1.76 0.65 1.25
N 1.37 -1.39 0.18
C 0.29 -2.02 -0.04
N -0.84 -1.24 -0.03
C -2.13 -1.35 -0.12
N -2.70 -0.21 0.01
C -1.76 0.78 0.18
N -2.11 2.06 0.06
C -0.59 0.12 0.16
H 2.83 0.29 -1.26
H 1.35 -0.12 -1.86
H 1.97 1.59 -1.08
H 2.80 0.63 1.04
H 1.64 0.27 2.11
H 0.26 -3.11 -0.04
H -2.56 -2.41 -0.19
H -1.46 2.76 0.34
H -3.14 2.19 0.17
*
```



Record 2
Below is a molecular structure, C37H42FN5O6SiY, with properties calculated with ωB97M-V/def2-TZVPD.

Kohn-Sham gap in eV: 5.64
LUMO in eV: 1.97
ΔE to the lowest compared entry with this formula, charge and spin in kcal/mol: 32.2

ORCA input file:
```
! wB97M-V def2-TZVPD RIJCOSX def2/J DEFGRID3
* xyz -1 1
Y -0.25 0.20 -0.30
C 1.38 0.37 2.58
N 1.97 0.58 1.25
C 2.57 1.94 1.17
C 1.75 3.00 0.44
C 0.45 3.37 1.12
N -0.59 2.34 0.91
C -1.80 2.76 1.00
C -3.02 1.98 0.88
C -4.24 2.66 0.80
C -5.42 2.00 0.54
C -5.37 0.60 0.37
C -4.19 -0.10 0.50
C -2.98 0.57 0.78
O -1.86 -0.08 0.94
C 3.06 -0.39 1.03
C 2.74 -1.87 1.24
C 1.52 -2.40 0.47
N 1.27 -1.53 -0.68
C 1.74 -1.87 -1.82
C 1.68 -1.06 -3.02
C 1.94 -1.67 -4.26
C 1.85 -0.97 -5.44
C 1.52 0.39 -5.39
C 1.28 1.03 -4.19
C 1.33 0.32 -2.97
O 1.10 0.93 -1.84
H 2.14 0.40 3.37
H 0.85 -0.59 2.63
H 0.64 1.15 2.79
H 3.53 1.86 0.66
H 2.78 2.29 2.19
H 1.55 2.66 -0.57
H 2.37 3.89 0.37
H 0.10 4.33 0.75
H 0.61 3.48 2.20
H -1.97 3.83 1.17
H -4.24 3.75 0.90
H -6.36 2.53 0.46
H -6.28 0.07 0.12
H -4.15 -1.18 0.38
H 3.90 -0.14 1.70
H 3.40 -0.25 0.00
H 2.61 -2.09 2.30
H 3.64 -2.41 0.92
H 0.64 -2.39 1.13
H 1.69 -3.42 0.15
H 2.26 -2.83 -1.91
H 2.18 -2.73 -4.26
H 2.02 -1.47 -6.39
H 1.44 0.96 -6.32
H 1.00 2.07 -4.15
C -1.98 -0.74 4.46
Si -1.32 -2.48 4.12
C 0.36 -2.61 4.98
C -2.42 -3.57 5.20
N -1.17 -2.77 2.47
C -1.94 -3.50 1.63
C -2.76 -4.61 2.03
C -3.52 -5.36 1.14
C -3.54 -5.08 -0.22
C -2.77 -4.02 -0.67
C -2.02 -3.29 0.22
F -1.33 -2.26 -0.36
H -1.47 -0.24 5.31
H -3.05 -0.79 4.71
H -1.87 -0.11 3.57
H 0.25 -2.31 6.03
H 1.13 -1.97 4.53
H 0.72 -3.65 4.95
H -2.42 -3.20 6.23
H -2.07 -4.62 5.22
H -3.46 -3.58 4.84
H -2.77 -4.85 3.08
H -4.12 -6.19 1.53
H -4.14 -5.67 -0.91
H -2.76 -3.74 -1.72
O -2.58 2.12 -3.42
C -2.15 1.08 -2.95
O -1.68 0.93 -1.76
C -2.19 -0.16 -3.82
C -2.90 -0.11 -5.00
C -2.98 -1.21 -5.84
C -2.32 -2.38 -5.51
C -1.60 -2.42 -4.33
C -1.53 -1.34 -3.47
N -0.88 -3.68 -4.02
O -0.90 -4.57 -4.85
O -0.29 -3.77 -2.97
H -3.40 0.83 -5.25
H -3.54 -1.15 -6.77
H -2.35 -3.25 -6.15
H -0.96 -1.38 -2.54
*
```



Record 3
Below is 22 unconnected molecules or ions with the total composition C25H75F10NO23S, with properties calculated with ωB97M-V/def2-TZVPD.

Kohn-Sham gap in eV: 7.96
LUMO in eV: -0.10

ORCA input file:
```
! wB97M-V def2-TZVPD RIJCOSX def2/J DEFGRID3
* xyz 0 1
C 0.89 -4.15 1.16
C 0.61 -3.08 0.40
C 1.07 -1.68 0.83
F 1.62 -1.77 2.09
O 0.08 -0.75 0.76
C -1.26 -0.88 1.34
C -1.30 -1.77 2.56
C -1.74 -3.01 2.61
C -2.16 -1.34 0.20
C -3.67 -1.44 0.41
C -4.32 -1.87 -0.90
C -5.85 -1.87 -0.84
N -6.39 -0.65 -0.28
C -7.22 -0.59 0.80
C -7.50 0.72 1.06
C -6.80 1.49 0.09
C -6.14 0.61 -0.72
C -1.62 0.59 1.83
S -2.95 0.52 3.10
C -2.04 1.50 0.67
C -2.28 2.96 1.03
C -3.23 3.68 0.04
C -2.56 4.60 -0.99
C -1.17 4.14 -1.46
O -0.41 1.11 2.37
C -0.40 1.83 3.58
C 2.24 -1.13 -0.04
F 2.96 -2.21 -0.48
F 1.80 -0.47 -1.13
C 3.36 -0.26 0.61
F 4.23 0.02 -0.39
F 4.03 -1.00 1.51
C 3.03 1.10 1.28
F 2.26 0.95 2.35
F 4.25 1.56 1.70
C 2.44 2.22 0.37
F 3.25 2.40 -0.70
F 2.42 3.36 1.08
F 1.21 1.93 -0.04
H 0.13 -4.88 1.40
H 1.88 -4.32 1.58
H 0.07 -3.14 -0.53
H -0.88 -1.33 3.47
H -2.21 -3.51 1.77
H -1.64 -3.57 3.53
H -1.83 -2.34 -0.10
H -1.97 -0.70 -0.66
H -4.11 -0.49 0.71
H -3.93 -2.17 1.18
H -4.01 -2.88 -1.15
H -3.99 -1.20 -1.71
H -6.26 -2.05 -1.84
H -6.19 -2.69 -0.20
H -7.58 -1.47 1.32
H -8.12 1.08 1.86
H -6.78 2.57 0.01
H -5.51 0.80 -1.57
H -3.89 1.21 2.44
H -2.93 1.11 0.18
H -1.23 1.44 -0.07
H -2.73 3.04 2.02
H -1.33 3.49 1.10
H -3.92 4.29 0.63
H -3.82 2.93 -0.49
H -3.21 4.64 -1.87
H -2.49 5.61 -0.60
H -1.17 3.07 -1.69
H -0.43 4.33 -0.68
H -0.84 4.68 -2.34
H 0.62 2.22 3.68
H -0.60 1.19 4.45
H -1.09 2.68 3.58
O 1.51 4.59 -2.96
H 1.77 3.66 -2.90
H 2.34 5.07 -3.07
O 4.46 -4.34 -1.97
H 3.51 -4.42 -2.03
H 4.60 -3.53 -1.47
O 4.42 -4.15 1.30
H 4.72 -3.35 0.85
H 5.11 -4.33 1.95
O 2.88 -5.50 3.72
H 3.38 -5.43 2.89
H 3.52 -5.28 4.40
O -3.40 5.83 2.51
H -3.59 5.48 3.39
H -2.46 6.02 2.50
O -2.65 1.27 -2.88
H -3.48 1.22 -3.38
H -2.00 1.57 -3.53
O -4.78 -3.88 2.96
H -4.72 -4.83 3.04
H -4.35 -3.53 3.75
O 0.95 3.82 -5.88
H 1.06 2.87 -5.83
H 1.31 4.15 -5.05
O -6.14 1.75 3.56
H -6.14 0.79 3.63
H -5.80 2.06 4.41
O 6.14 -4.72 -4.41
H 5.43 -4.69 -3.75
H 6.12 -5.63 -4.74
O 7.31 -2.56 -6.33
H 7.08 -2.96 -5.47
H 8.23 -2.29 -6.22
O 6.80 -5.06 2.63
H 7.62 -4.58 2.76
H 7.05 -5.99 2.60
O 10.01 -2.68 -4.75
H 10.21 -3.62 -4.71
H 10.28 -2.34 -3.89
O -1.91 8.13 1.71
H -2.87 8.17 1.78
H -1.59 8.94 2.12
O 2.58 1.72 -3.66
H 2.82 0.88 -4.06
H 2.98 1.70 -2.78
O 4.28 -2.67 -6.37
H 4.05 -3.09 -5.53
H 5.21 -2.44 -6.27
O -5.92 6.47 4.21
H -6.74 6.38 3.70
H -5.27 6.76 3.56
O 6.81 2.99 1.04
H 6.69 2.14 1.46
H 5.92 3.29 0.84
O 8.08 -5.90 -6.96
H 7.13 -5.97 -7.03
H 8.22 -5.08 -6.48
O -9.79 -0.71 2.56
H -10.26 -1.53 2.73
H -10.09 -0.42 1.70
O 7.76 -0.69 2.11
H 6.80 -0.59 2.14
H 8.10 0.07 2.59
*
```



Record 4
Below is a molecular structure, C3HClO, with properties calculated with ωB97M-V/def2-TZVPD.

Kohn-Sham gap in eV: 8.22
LUMO in eV: -1.12
ΔE to the lowest compared entry with this formula, charge and spin in kcal/mol: 68.6

ORCA input file:
```
! wB97M-V def2-TZVPD RIJCOSX def2/J DEFGRID3
* xyz 0 1
C 0.13 0.61 -0.29
C -1.52 1.60 -0.36
C 1.06 1.42 -0.03
O 1.87 2.24 0.22
Cl -2.66 0.62 0.17
H -0.30 -0.30 0.12
*
```



Record 5
Below is 6 unconnected molecules or ions with the total composition C18H50I2NO24P6S3, with properties calculated with ωB97M-V/def2-TZVPD.

Kohn-Sham gap in eV: 3.72
LUMO in eV: -2.45

ORCA input file:
```
! wB97M-V def2-TZVPD RIJCOSX def2/J DEFGRID3
* xyz -1 1
C 3.29 -3.41 -5.31
C 3.66 -1.82 -4.97
I 5.78 -1.31 -4.83
C 2.62 -0.77 -4.78
I 0.50 -1.44 -4.98
S 2.88 1.04 -4.44
O 1.55 1.55 -3.75
O 2.92 1.81 -5.82
N 4.18 1.45 -3.36
S 4.03 0.71 -1.79
O 5.41 0.95 -1.07
O 3.82 -0.83 -1.80
P 2.54 1.65 -0.56
S 3.42 2.33 1.06
H 4.25 -4.09 -5.19
H 2.40 -3.83 -4.68
H 2.95 -3.39 -6.46
H 2.00 2.77 -1.28
H 1.49 0.70 -0.22
C 6.48 3.65 6.32
O 7.47 2.65 6.16
P 7.47 1.87 4.62
O 7.81 0.54 5.29
O 8.87 2.63 4.23
C 8.85 4.03 4.05
O 7.46 1.08 3.07
C 7.04 1.89 2.00
H 6.00 3.51 7.30
H 6.95 4.63 6.29
H 5.71 3.58 5.55
H 9.19 4.52 4.97
H 7.85 4.38 3.79
H 9.54 4.30 3.24
H 7.85 2.55 1.69
H 6.17 2.47 2.28
H 6.78 1.24 1.15
C -5.44 -4.73 -1.50
O -4.07 -4.42 -1.70
P -3.76 -3.21 -2.89
O -2.52 -3.98 -3.35
O -3.31 -2.16 -1.71
C -4.30 -1.70 -0.80
O -3.46 -2.00 -4.09
C -4.46 -1.01 -4.21
H -5.55 -5.82 -1.46
H -5.77 -4.31 -0.54
H -6.06 -4.34 -2.31
H -4.25 -2.30 0.11
H -5.30 -1.77 -1.24
H -4.09 -0.66 -0.56
H -4.36 -0.28 -3.40
H -5.45 -1.47 -4.18
H -4.33 -0.49 -5.16
C 8.20 6.77 -4.07
O 8.86 6.65 -2.83
P 8.32 5.34 -1.83
O 8.49 6.22 -0.59
O 9.75 4.56 -2.10
C 10.02 4.09 -3.40
O 7.79 4.03 -0.83
C 7.34 2.89 -1.54
H 7.94 7.82 -4.24
H 8.87 6.44 -4.87
H 7.29 6.17 -4.09
H 10.66 4.80 -3.92
H 9.10 3.94 -3.97
H 10.55 3.13 -3.33
H 8.19 2.31 -1.89
H 6.71 3.19 -2.38
H 6.75 2.27 -0.86
C -9.83 -1.34 1.62
O -8.46 -1.04 1.42
P -8.15 0.18 0.22
O -6.91 -0.59 -0.24
O -7.70 1.23 1.41
C -8.69 1.69 2.31
O -7.84 1.39 -0.97
C -8.85 2.38 -1.09
H -9.94 -2.43 1.66
H -10.15 -0.92 2.57
H -10.45 -0.95 0.81
H -8.64 1.09 3.23
H -9.69 1.61 1.88
H -8.48 2.73 2.56
H -8.75 3.11 -0.28
H -9.84 1.92 -1.06
H -8.72 2.90 -2.04
C -5.46 -7.34 5.13
O -6.57 -7.26 4.27
P -7.21 -5.67 4.01
O -8.63 -6.24 4.00
O -6.63 -5.69 2.47
C -5.23 -5.69 2.27
O -7.84 -4.08 3.76
C -6.88 -3.05 3.82
H -5.61 -8.17 5.83
H -4.56 -7.53 4.55
H -5.34 -6.41 5.70
H -4.89 -6.71 2.10
H -4.71 -5.27 3.14
H -5.00 -5.09 1.39
H -6.32 -3.01 2.88
H -6.20 -3.20 4.65
H -7.40 -2.09 3.96
*
```



- Among the records above, which one has the lowest Kohn-Sham gap?
  C18H50I2NO24P6S3